Computed, not measured: a cluster of 2 separate species, CHFNO2 in total in a non-equilibrium geometry, with ωB97M-V/def2-TZVPD.

Last column: natural (NBO) charge in e.
Geometry (Å):
C1 -1.40276 0.23114 -0.02598  1.0521
N1 1.21909 -0.11713 0.36509  -0.7339
O1 -1.54715 1.39108 -0.13617  -0.5947
O2 -1.62134 -0.93420 0.05586  -0.5710
F1 1.76027 -1.34239 -0.24897  -0.3956
H1 1.59189 0.77148 -0.00983  0.2430

- Total charge: -1
- 2S+1: 1
- Frontier orbital gap: 5.8 eV

Computed, not measured: a cluster of 22 separate species, C88H132O44 in total in a non-equilibrium geometry, with ωB97M-V/def2-TZVPD.

Last column: Mulliken charge in e.
Geometry (Å):
O1 10.11061 -0.88126 1.78343  -0.6148
C1 9.23414 -0.54448 1.02454  0.4016
O2 7.88662 -0.75518 1.13387  -0.1664
C2 7.20469 -0.00832 0.11782  0.8509
C3 8.20755 1.04017 -0.34558  -0.4052
C4 9.50943 0.31885 -0.18056  -0.6193
H1 6.19088 0.34802 0.45605  -0.5133
H2 7.02441 -0.78226 -0.68487  -0.2774
H3 8.23892 1.86726 0.38654  0.2439
H4 7.91912 1.39312 -1.31964  0.4809
H5 10.34283 1.02234 -0.01500  0.3325
H6 9.89852 -0.25963 -1.05301  0.2614
O3 1.62710 6.20241 -0.61061  -0.4270
C5 1.05367 6.49337 -1.57662  -0.1094
O4 1.64407 7.27776 -2.53124  -0.4444
C6 0.89224 7.27301 -3.73029  -0.6464
C7 -0.52522 6.83605 -3.39030  -0.4237
C8 -0.30527 6.05774 -2.09651  1.4598
H7 1.37242 6.62188 -4.46901  0.1542
H8 0.95191 8.22611 -4.17162  0.4715
H9 -0.82480 6.13768 -4.18148  0.1414
H10 -1.31736 7.60728 -3.24244  0.4072
H11 -0.22215 4.96915 -2.28738  -0.9801
H12 -1.07751 6.21900 -1.35109  0.3655
O5 1.23378 -2.19263 -5.39006  -0.5249
C9 0.87786 -3.25025 -4.91575  -0.0050
O6 1.70454 -4.39622 -4.86902  -0.3848
C10 0.97507 -5.51573 -4.34679  -0.2156
C11 -0.45880 -5.10954 -4.17386  -0.3061
C12 -0.42787 -3.58278 -4.16965  1.1911
H13 1.44219 -5.82210 -3.37216  -0.1355
H14 1.08571 -6.32116 -5.05381  0.4599
H15 -0.72749 -5.53492 -3.17914  -0.0860
H16 -1.09094 -5.52215 -4.97173  0.3577
H17 -0.36938 -3.16669 -3.14936  -1.1918
H18 -1.34390 -3.19373 -4.55852  0.8627
O7 -3.82634 -4.77687 0.60196  -0.5681
C13 -4.12484 -4.86144 -0.56113  0.1321
O8 -5.24920 -5.52991 -1.08212  -0.4713
C14 -5.19003 -5.51629 -2.57366  -0.8013
C15 -4.27523 -4.33644 -2.94645  0.2976
C16 -3.30147 -4.39259 -1.77607  1.3309
H19 -6.18258 -5.42622 -2.99167  0.4365
H20 -4.76398 -6.44397 -2.89519  0.3581
H21 -4.70414 -3.39829 -2.90776  -0.3744
H22 -3.69134 -4.47495 -3.89520  0.2339
H23 -2.66435 -3.52013 -1.51862  -0.6325
H24 -2.45921 -5.10055 -1.95512  0.1150
O9 -4.58305 4.84466 0.97337  -0.5703
C17 -4.91883 3.82170 1.41760  0.0663
O10 -4.81297 2.66641 0.72240  0.0707
C18 -5.27037 1.55476 1.44531  0.8618
C19 -5.84592 2.09286 2.77526  -0.7697
C20 -5.42445 3.50551 2.83550  0.4507
H25 -4.38333 0.94265 1.63489  -0.1350
H26 -6.04466 1.00257 0.86965  -0.3456
H27 -5.56111 1.46547 3.62877  0.4078
H28 -6.94715 2.02458 2.77244  0.2411
H29 -4.51399 3.70030 3.40497  -0.5947
H30 -6.18232 4.18771 3.18259  0.4987
O11 1.52760 -7.76172 -0.06710  -0.7181
C21 1.14692 -6.65582 0.25096  -0.0449
O12 0.11713 -6.02592 -0.28059  -0.3480
C22 -0.18331 -4.80231 0.39616  1.2549
C23 0.58933 -4.85490 1.70822  0.7046
C24 1.71188 -5.87543 1.43659  0.1078
H31 -1.27628 -4.79987 0.58435  -0.5963
H32 0.09640 -3.96068 -0.22931  -0.6473
H33 -0.03167 -5.13534 2.53508  0.4026
H34 1.03320 -3.87738 1.95987  -0.5418
H35 1.96848 -6.61268 2.20972  0.2345
H36 2.68293 -5.45911 1.11867  -0.0088
O13 0.96301 4.20186 -4.64734  -0.6270
C25 0.92401 2.97166 -4.73363  -0.0099
O14 2.06498 2.25730 -4.89667  -0.3674
C26 1.72669 0.85793 -4.89400  -0.0292
C27 0.23175 0.81070 -4.34137  1.0276
C28 -0.26866 2.17523 -4.47723  0.9750
H37 2.42874 0.29641 -4.26091  -0.1943
H38 1.82036 0.49393 -5.90761  0.3514
H39 0.26096 0.52096 -3.27899  -1.1246
H40 -0.46971 0.07865 -4.78404  0.4028
H41 -0.78183 2.61886 -3.64173  -0.9777
H42 -0.88272 2.27180 -5.35194  0.5482
O15 6.45791 -4.58354 2.29957  -0.6657
C29 5.83543 -3.54298 2.48412  0.2307
O16 4.90350 -3.03588 1.61323  0.3533
C30 4.46708 -1.70105 2.15474  1.0316
C31 5.13330 -1.45458 3.50844  -0.4500
C32 6.09697 -2.69035 3.72336  -0.7497
H43 3.38075 -1.59442 2.32645  -0.8966
H44 4.73005 -1.04094 1.35171  -0.1188
H45 4.33630 -1.41751 4.32710  0.0413
H46 5.69827 -0.50672 3.47440  0.2314
H47 5.83101 -3.20642 4.64879  0.2103
H48 7.17816 -2.57994 3.78563  0.4495
O17 2.31935 0.69912 -1.35519  -0.5326
C33 2.82731 1.73978 -1.57772  -0.0491
O18 2.07924 2.80774 -1.96240  0.1532
C34 2.96504 3.94415 -2.14021  0.1400
C35 4.38384 3.38490 -2.30425  -1.1544
C36 4.23161 2.25550 -1.31586  0.8779
H49 2.84917 4.68283 -1.36866  0.0028
H50 2.59182 4.37957 -3.06496  0.1264
H51 5.16798 4.09242 -2.10333  0.4517
H52 4.42331 2.98777 -3.29233  0.3565
H53 4.32097 2.55374 -0.30745  -0.8720
H54 4.99813 1.49570 -1.42503  0.0829
O19 5.74233 -1.21528 -2.80412  -0.7534
C37 4.71259 -1.78049 -2.48499  0.1937
O20 4.29971 -1.75867 -1.19209  0.1047
C38 3.02117 -2.32419 -1.07082  0.9409
C39 2.48043 -2.50169 -2.48506  2.5640
C40 3.73421 -2.43236 -3.34679  -0.7285
H55 2.39236 -1.66834 -0.50098  -0.7476
H56 2.99504 -3.24170 -0.46916  -0.7091
H57 1.78749 -1.66650 -2.85103  -1.0771
H58 1.96364 -3.48004 -2.57402  -0.8491
H59 3.55850 -1.83302 -4.22337  0.5912
H60 4.13722 -3.39386 -3.68013  0.2609
O21 1.71092 -2.53881 4.75588  -0.3492
C41 2.30173 -3.55282 4.85226  0.0880
O22 2.97047 -4.16904 3.87501  0.3030
C42 3.38178 -5.44233 4.36970  -0.3547
C43 2.67799 -5.78105 5.59554  -0.4694
C44 2.51225 -4.34953 6.16689  -0.9477
H61 4.46996 -5.34542 4.60030  0.3027
H62 3.30675 -6.19522 3.52365  0.1056
H63 3.22251 -6.55365 6.22402  0.3265
H64 1.65407 -6.17907 5.54343  0.2958
H65 3.37844 -3.92942 6.65425  0.3598
H66 1.68835 -4.24759 6.89008  0.3535
O23 -2.48445 5.80357 4.47712  -0.6279
C45 -1.86019 5.20094 3.66358  0.4475
O24 -2.24677 3.96176 3.29694  -0.2009
C46 -1.37684 3.49606 2.23009  1.7923
C47 -0.69096 4.69953 1.60251  0.9171
C48 -0.65372 5.65571 2.80149  -0.6448
H67 -1.95078 2.90101 1.58409  -0.3270
H68 -0.58835 2.81870 2.71525  -1.5768
H69 -1.29038 5.05740 0.76324  -0.5476
H70 0.26826 4.40919 1.14116  0.0465
H71 -0.70518 6.72152 2.53449  0.4773
H72 0.22223 5.43516 3.34469  -0.0046
O25 -5.25203 5.22829 9.72358  -0.5698
C49 -5.19999 4.92234 8.57979  0.3829
O26 -6.07895 5.18586 7.62305  -0.3909
C50 -5.66049 4.81096 6.31721  -0.3995
C51 -4.47600 3.83075 6.50836  0.9296
C52 -4.02147 4.14287 7.98621  -0.5380
H73 -5.19239 5.67027 5.84170  0.2882
H74 -6.51527 4.45531 5.77685  0.2576
H75 -3.69829 4.01092 5.75334  -0.7407
H76 -4.88132 2.83261 6.47889  0.1871
H77 -3.11977 4.74059 8.03536  0.3251
H78 -3.94744 3.30834 8.63713  0.2847
O27 -2.38417 3.85035 -2.30497  0.1540
C53 -3.26905 4.46640 -2.80011  0.0618
O28 -3.61166 4.20939 -4.07824  -0.3673
C54 -4.53168 5.21522 -4.61492  -0.4528
C55 -4.99522 6.00969 -3.34930  -0.8693
C56 -4.10219 5.54426 -2.17801  0.4596
H79 -5.34988 4.71383 -5.16242  0.2998
H80 -3.95718 5.76961 -5.37459  0.2778
H81 -6.05237 5.83728 -3.28042  0.3498
H82 -4.90566 7.07015 -3.49309  0.3114
H83 -4.63214 5.11072 -1.35171  -0.2990
H84 -3.45300 6.32034 -1.75673  0.2562
O29 -2.63417 -0.69151 -6.26571  -0.3778
C57 -2.03749 -0.49936 -7.26785  0.4503
O30 -2.40515 0.53954 -8.07758  -0.4086
C58 -1.63252 0.51720 -9.36131  -0.5494
C59 -0.43886 -0.29644 -8.99762  -0.5043
C60 -1.00830 -1.34916 -7.98403  0.0156
H85 -1.24755 1.47876 -9.69394  0.3858
H86 -2.23239 0.04131 -10.15469  0.2775
H87 0.28899 0.36791 -8.44937  0.0787
H88 0.07295 -0.71517 -9.82377  0.4861
H89 -0.23310 -1.75913 -7.30689  -0.2057
H90 -1.41499 -2.22155 -8.46725  0.3955
O31 -6.67563 0.49945 -1.25231  -0.6597
C61 -5.64384 0.25450 -1.83863  0.0650
O32 -5.59504 -0.78395 -2.76443  -0.3185
C62 -4.29719 -0.80334 -3.36351  0.5063
C63 -3.32713 0.32838 -2.78253  1.4841
C64 -4.27818 0.93813 -1.75127  1.7893
H91 -4.54492 -0.60134 -4.40648  0.1426
H92 -3.82185 -1.78054 -3.22736  -0.5748
H93 -3.13000 0.93853 -3.62258  -0.2894
H94 -2.44532 -0.04644 -2.30469  -0.6469
H95 -4.44639 2.00364 -1.91024  -0.4658
H96 -3.89456 0.77789 -0.70176  -1.3845
O33 -3.20563 0.66636 4.93426  -0.6585
C65 -2.96582 -0.37709 4.43789  0.3858
O34 -1.69788 -0.85858 4.26673  0.0997
C66 -1.72643 -2.11446 3.55505  0.6113
C67 -3.07211 -2.26573 2.85049  0.3928
C68 -3.84866 -1.44422 3.84096  -0.4710
H97 -1.52169 -2.92207 4.32394  0.2211
H98 -0.84731 -2.17555 2.90729  -0.8777
H99 -3.45885 -3.26593 2.68920  0.3890
H100 -3.00620 -1.81715 1.84477  -0.2814
H101 -4.17496 -2.10660 4.72045  0.4300
H102 -4.77842 -0.90083 3.53454  0.0450
O35 3.34493 -5.68850 -2.06733  -0.2817
C69 4.42035 -5.98447 -1.65121  0.1281
O36 4.56838 -6.61130 -0.49244  -0.3156
C70 5.96239 -7.03790 -0.32469  -0.3762
C71 6.77188 -6.42293 -1.48315  -0.6844
C72 5.75300 -5.56099 -2.23286  0.2358
H103 5.96347 -8.15037 -0.36971  0.3076
H104 6.35671 -6.64628 0.59804  0.2312
H105 7.09352 -7.22090 -2.22145  0.2395
H106 7.67043 -5.93622 -1.13652  0.3577
H107 5.86047 -5.63673 -3.29136  0.5848
H108 5.78244 -4.48878 -1.95131  -0.4349
O37 3.04997 1.33660 2.00129  -0.0652
C73 3.43216 2.44934 2.24983  -0.1733
O38 2.80230 3.59071 1.71261  0.4012
C74 3.57538 4.76582 2.17720  -0.6184
C75 4.96870 4.29577 2.44956  -0.8860
C76 4.68529 2.89472 3.01938  -0.4878
H109 3.14532 5.12803 3.15280  0.2662
H110 3.53850 5.53266 1.44232  0.4939
H111 5.43510 4.88427 3.24427  0.4249
H112 5.58480 4.24492 1.56199  0.2689
H113 4.50945 3.01114 4.05162  0.4709
H114 5.46130 2.07961 2.90765  0.0220
O39 -5.53421 -2.30476 -0.27708  0.0506
C77 -6.70352 -2.13655 -0.17955  0.1199
O40 -7.24236 -1.60411 0.94426  -0.3900
C78 -8.65619 -1.31916 0.73330  -0.6516
C79 -8.93380 -1.59122 -0.70751  -0.5168
C80 -7.85365 -2.48727 -1.14235  -0.4190
H115 -8.96499 -0.28363 0.95581  0.2212
H116 -9.21139 -1.89408 1.38928  0.5481
H117 -8.85510 -0.61131 -1.22642  0.0988
H118 -9.91809 -2.05610 -0.82279  0.4625
H119 -7.47740 -2.32959 -2.13849  0.1861
H120 -8.23147 -3.48405 -0.88354  0.3999
O41 1.78020 4.40221 5.06224  -0.6557
C81 1.42818 3.25693 5.35163  0.2062
O42 1.39484 2.23969 4.50425  0.3767
C82 0.65160 1.14677 5.02575  0.6381
C83 0.68424 1.36169 6.55804  -0.7744
C84 0.81679 2.88317 6.64998  -0.3988
H121 1.01598 0.19985 4.76325  -0.2430
H122 -0.35449 1.21261 4.64956  -0.3053
H123 1.60280 0.94483 6.95874  0.2620
H124 -0.21061 0.97573 6.99383  0.5595
H125 1.45828 3.17322 7.52841  0.3627
H126 -0.16874 3.37268 6.78295  -0.0383
O43 -0.98891 -1.69382 -1.24224  0.6970
C85 -0.50200 -1.05364 -0.38232  -0.2610
O44 0.37947 -1.62104 0.56239  0.9552
C86 0.90661 -0.58567 1.40780  -0.1199
C87 -0.06086 0.58769 1.25947  1.6848
C88 -0.63926 0.38138 -0.09021  0.8676
H127 1.90948 -0.41520 1.05045  -0.0088
H128 0.92461 -0.97929 2.41587  -0.3382
H129 0.47908 1.50053 1.37471  -0.7856
H130 -0.79828 0.47233 2.07052  -0.7676
H131 0.05322 0.85718 -0.79030  -0.9395
H132 -1.66832 0.75495 -0.19034  -0.1518

- Total charge: 0
- 2S+1: 1
- Frontier orbital gap: 9.9 eV

Computed, not measured: a structure of composition C13H12N5ReS2Se in a non-equilibrium geometry, with ωB97M-V/def2-TZVPD.

Last column: natural (NBO) charge in e.
Geometry (Å):
Re1 -0.66212 -0.11585 -0.23897  0.8659
S1 -0.63197 -2.31170 -0.77527  0.2209
C1 1.02634 -2.10988 -1.36113  -0.2358
S2 1.47505 -0.45320 -1.02205  0.1124
C2 1.75161 -3.03889 -1.98776  -0.2855
C3 1.21784 -4.36495 -2.20460  0.2500
N1 0.77486 -5.41682 -2.34256  -0.2264
C4 3.08182 -2.71926 -2.45008  0.2502
N2 4.14617 -2.46561 -2.80292  -0.2231
C5 -2.67090 -0.73574 2.39285  -0.6158
C6 -1.20472 -1.07138 2.62869  -0.2367
C7 -0.83874 -0.87356 4.10031  -0.6013
C8 -0.23814 -0.23228 1.77165  -0.6033
H1 -3.31134 -1.31153 3.06340  0.2397
H2 -2.99063 -0.96747 1.37377  0.1949
H3 -2.86255 0.32724 2.58241  0.2018
H4 -1.04156 -2.11847 2.36962  0.2179
H5 -0.98973 0.16837 4.40231  0.2053
H6 0.20364 -1.13597 4.29563  0.2215
H7 -1.46727 -1.50137 4.73646  0.2281
H8 0.79486 -0.54969 1.88142  0.2464
H9 -0.31184 0.83742 2.04286  0.2336
Se1 -4.58105 1.07658 -1.15264  1.1588
N3 -4.33772 2.75173 -1.61589  -0.5307
C9 -3.05585 3.02219 -1.40761  0.0505
C10 -2.35118 4.24765 -1.62983  -0.0681
C11 -1.01232 4.26256 -1.37541  -0.2613
C12 -0.32888 3.10086 -0.91417  0.1891
N4 -0.94875 1.96823 -0.66735  -0.5292
C13 -2.29211 1.93356 -0.91390  0.2734
N5 -2.88029 0.78042 -0.70837  -0.7108
H10 -2.87195 5.12498 -1.99762  0.2641
H11 -0.43180 5.16116 -1.53571  0.2626
H12 0.74145 3.11857 -0.74129  0.2406

- Total charge: +1
- 2S+1: 2
- Frontier orbital gap (alpha / beta): 5.5 / 6.2 eV
- Expectation value of S²: 0.762

Q: Which energy above the lowest of the compared OMol25 structures with the same formula, charge and spin values were calculated for the entries above? A: 24.8 0.0 6.5, in kcal per mole.